(1)
36
Properties=species:S:1:pos:R:3:forces:R:3 method="wB97M-V/def2-TZVPD" s2=6.0219 charge=+1 lumo_ev="-3.80 / -5.20" spin_multiplicity=5 gap_ev="7.4 / 6.4" homo_ev="-11.192 / -11.582"
Co 0.409 0.579 -0.708 0.23 0.16 0.03
Cl -3.509 5.938 -0.161 -0.01 -0.01 0.02
C -2.249 4.860 -0.545 0.10 0.27 -0.20
C -1.221 5.294 -1.472 -0.27 0.09 0.15
Cl -1.320 6.861 -2.127 0.01 0.00 -0.01
C -0.188 4.468 -1.821 0.13 -0.11 -0.02
Cl 1.051 4.934 -2.908 -0.06 0.01 0.04
C -0.123 3.169 -1.267 -0.07 -0.14 0.14
O 0.817 2.335 -1.526 -0.17 0.01 -0.06
C -1.164 2.732 -0.331 0.15 0.00 -0.09
O -1.066 1.546 0.144 -0.12 0.00 -0.03
C -2.218 3.612 0.010 0.04 -0.15 0.04
Cl -3.406 3.048 1.107 0.01 0.05 -0.03
C -0.020 -3.480 -2.034 0.04 -0.05 0.05
C 0.012 -2.389 -1.020 0.04 0.09 0.11
O 0.232 -1.231 -1.414 -0.11 -0.04 -0.20
C -0.195 -2.670 0.404 -0.02 -0.09 -0.07
C -0.657 -1.668 1.262 -0.04 0.09 0.01
C -0.829 -1.929 2.607 0.03 -0.08 0.00
C -0.525 -3.192 3.107 -0.02 0.03 0.02
C -0.077 -4.197 2.260 0.01 0.01 -0.03
C 0.074 -3.943 0.908 -0.01 -0.04 0.08
H -0.017 -3.057 -3.033 0.00 0.01 -0.01
H -0.894 -4.113 -1.882 0.01 0.00 -0.02
H 0.864 -4.112 -1.914 -0.02 0.01 0.00
H -0.961 -0.698 0.879 0.01 -0.03 0.02
H -1.211 -1.159 3.264 0.00 0.00 -0.01
H -0.655 -3.397 4.162 0.00 0.00 -0.01
H 0.149 -5.179 2.653 0.00 0.01 0.01
H 0.419 -4.731 0.252 0.00 0.00 0.00
C 3.322 0.024 0.055 -0.01 -0.02 -0.01
O 2.073 0.623 0.477 0.03 -0.03 0.06
H 4.026 0.030 0.883 0.00 0.02 0.02
H 3.730 0.558 -0.802 0.01 0.01 0.00
H 3.096 -1.002 -0.218 0.00 0.00 0.00
H 2.228 1.536 0.750 0.07 -0.05 0.02


(2)
33
Properties=species:S:1:pos:R:3:forces:R:3 method="wB97M-V/def2-TZVPD" lumo_ev=0.09 gap_ev=8.9 homo_ev=-8.816
C -5.248 0.731 -1.030 0.29 -0.10 0.28
C -4.723 0.513 0.382 -0.59 -0.06 -0.09
H -5.208 -0.359 0.834 0.08 0.20 0.01
H -4.885 1.395 1.004 0.02 -0.13 -0.04
O -3.309 0.313 0.391 0.29 0.02 -0.02
C -2.881 -0.929 0.115 -0.02 0.00 0.05
O -3.611 -1.866 -0.105 -0.06 -0.03 -0.03
C -1.427 -1.023 0.127 0.45 0.04 0.02
C -0.452 -0.075 0.345 -0.98 -0.47 -0.14
N 0.813 -0.546 0.281 0.65 0.08 0.18
C 0.860 -1.808 0.012 -1.46 -0.11 0.00
N 1.997 -2.547 -0.116 0.22 -0.70 -0.14
C 3.311 -2.110 -0.055 -0.03 -0.06 -0.04
O 4.207 -2.916 0.006 0.07 0.02 0.10
C 3.508 -0.641 -0.110 0.60 0.56 -0.09
C 4.154 0.031 0.920 -0.12 -0.20 -0.26
C 4.345 1.398 0.807 -0.09 -0.03 -0.04
C 3.891 2.033 -0.338 0.16 0.10 0.34
N 3.308 1.393 -1.339 -0.16 0.21 -0.53
C 3.125 0.095 -1.233 0.18 -0.41 0.27
H 2.658 -0.387 -2.081 -0.10 -0.14 -0.04
H 4.001 3.101 -0.470 0.06 0.09 0.08
H 4.833 1.956 1.591 0.03 0.06 0.05
H 4.486 -0.511 1.793 0.05 -0.05 0.07
H 1.884 -3.554 -0.172 0.18 0.18 0.01
S -0.705 -2.577 -0.183 0.47 0.49 0.07
C -0.659 1.367 0.632 0.00 0.14 0.01
H 0.309 1.858 0.668 0.03 0.05 0.01
H -1.277 1.822 -0.139 -0.02 0.09 0.01
H -1.172 1.494 1.583 -0.03 0.08 0.04
H -5.086 -0.163 -1.627 -0.03 -0.04 -0.06
H -6.313 0.941 -0.994 -0.13 0.04 -0.02
H -4.735 1.568 -1.498 -0.01 0.09 -0.05


(3)
62
Properties=species:S:1:pos:R:3:forces:R:3 method="wB97M-V/def2-TZVPD" lumo_ev=-0.16 gap_ev=8.3 homo_ev=-8.428
C -0.564 5.940 0.400 -0.03 0.05 -0.07
C -0.142 5.355 -0.916 0.00 -0.03 0.04
C -0.665 4.153 -1.368 0.00 0.05 0.04
C -0.260 3.617 -2.577 -0.05 0.11 -0.13
C 0.683 4.266 -3.363 -0.20 0.06 -0.18
C 1.189 5.481 -2.921 -0.10 -0.02 -0.02
C 0.779 6.019 -1.717 -0.01 -0.02 0.01
H 1.192 6.960 -1.383 0.06 0.11 0.04
H 1.925 6.001 -3.518 0.12 0.05 -0.07
C 1.239 3.596 -4.587 0.21 -0.05 0.19
H 0.518 2.877 -4.979 -0.02 0.04 -0.07
H 1.469 4.325 -5.366 -0.04 -0.02 -0.08
C 2.536 2.853 -4.198 0.12 0.18 -0.17
N 2.316 2.050 -3.022 -0.09 -0.33 -0.29
C 2.580 2.549 -1.799 0.11 -0.24 0.21
O 3.356 3.467 -1.588 0.11 0.23 0.07
C 1.847 1.899 -0.664 -0.02 0.02 0.06
C 2.105 2.405 0.570 0.09 -0.05 -0.36
N 1.466 2.007 1.688 0.15 0.20 0.26
C 0.472 1.068 1.641 -0.40 -0.45 -0.33
C -0.205 0.685 2.807 -0.14 -0.13 0.02
C -1.206 -0.255 2.741 0.22 0.28 0.17
C -1.540 -0.819 1.515 -0.37 -0.42 -0.33
C -0.894 -0.453 0.362 -0.09 -0.05 0.00
C 0.132 0.496 0.403 -0.04 0.05 0.32
C 0.825 0.879 -0.840 0.18 0.16 0.26
O 0.528 0.361 -1.913 -0.17 -0.16 -0.07
H -1.171 -0.894 -0.585 0.04 -0.02 -0.12
S -2.857 -2.028 1.482 -0.14 -0.07 0.32
O -3.032 -2.514 0.149 0.40 0.07 0.05
O -3.983 -1.483 2.184 0.17 0.03 0.23
N -2.266 -3.222 2.502 -0.58 0.61 -0.16
C -1.500 -4.288 2.016 0.66 -0.50 -0.45
C -0.515 -4.033 1.072 -0.02 -0.14 0.08
C 0.275 -5.058 0.588 -0.06 -0.03 0.06
C 0.109 -6.357 1.046 0.02 0.03 0.03
C -0.877 -6.599 1.994 0.09 0.18 -0.11
C -1.692 -5.592 2.486 -0.11 0.18 0.04
C -2.759 -5.899 3.497 0.10 0.08 -0.10
H -3.738 -5.586 3.133 -0.12 -0.01 0.05
H -2.562 -5.387 4.440 -0.07 0.01 0.12
H -2.795 -6.968 3.693 -0.04 -0.02 0.05
H -1.020 -7.608 2.355 -0.04 -0.11 0.07
C 0.950 -7.482 0.523 -0.07 -0.01 -0.02
H 1.827 -7.102 0.005 0.08 -0.03 -0.04
H 1.274 -8.132 1.334 0.07 -0.07 0.01
H 0.374 -8.086 -0.178 0.04 -0.09 -0.06
H 1.031 -4.840 -0.152 0.09 0.02 -0.08
H -0.379 -3.026 0.712 0.13 0.04 -0.08
H -2.956 -3.471 3.194 -0.21 0.17 0.05
H -1.751 -0.562 3.618 0.01 0.03 0.20
H 0.066 1.137 3.750 0.00 0.03 0.12
H 1.700 2.422 2.579 0.00 -0.05 -0.21
H 2.858 3.176 0.669 0.00 0.04 0.03
H 1.601 1.327 -3.071 0.11 0.08 0.20
H 3.319 3.574 -3.951 -0.04 -0.11 -0.14
H 2.872 2.215 -5.020 0.05 0.10 0.04
H -0.673 2.672 -2.903 -0.01 -0.11 -0.05
H -1.389 3.620 -0.765 -0.08 -0.03 0.08
H -1.230 6.788 0.238 -0.05 0.06 0.09
H -1.092 5.203 1.001 -0.04 -0.01 0.08
H 0.301 6.298 0.955 0.02 0.04 0.10


(4)
119
Properties=species:S:1:pos:R:3:forces:R:3 method="wB97M-V/def2-TZVPD" charge=-1 lumo_ev=1.64 gap_ev=7.7 homo_ev=-6.102
O 3.789 -6.469 -0.489 0.25 0.12 -0.47
C 4.539 -5.694 -1.018 0.06 -0.02 0.33
O 4.218 -4.887 -2.037 -0.60 -0.16 0.18
C 4.288 -3.452 -1.753 0.52 -0.01 -0.06
C 3.421 -2.992 -0.594 -0.08 0.01 -0.11
In 2.192 -1.212 -1.018 0.62 0.29 0.65
S -0.129 -2.083 -1.818 -0.05 0.66 -0.35
O -0.250 -2.348 -3.249 -0.08 -0.35 -0.07
O -1.151 -1.200 -1.256 -0.13 -0.15 0.10
C -0.525 -3.716 -0.955 0.15 0.08 -0.42
F -0.029 -3.617 0.285 0.30 0.07 0.55
F -1.842 -3.891 -0.865 -0.55 -0.05 0.00
C 0.093 -4.957 -1.625 0.06 -0.09 -0.01
F 0.369 -5.904 -0.719 -0.08 -0.01 0.18
F -0.744 -5.489 -2.516 -0.07 0.01 -0.18
F 1.231 -4.652 -2.243 0.14 0.04 0.04
H 5.600 -5.612 -0.707 -0.10 0.13 0.05
H 5.342 -3.211 -1.560 -0.02 0.05 -0.03
H 4.037 -3.003 -2.712 -0.09 -0.13 -0.02
H 4.052 -2.706 0.251 -0.03 -0.10 0.04
H 2.768 -3.792 -0.239 0.00 0.00 -0.11
H 2.841 -0.117 -2.191 -0.16 -0.15 -0.28
H 1.812 -0.398 0.481 -0.19 -0.06 0.00
C -4.002 2.180 4.390 0.00 0.05 0.13
O -2.968 2.349 3.423 0.01 -0.01 -0.03
C -3.174 1.673 2.280 -0.06 -0.01 0.07
O -4.140 0.986 2.058 0.02 0.03 -0.03
O -2.156 1.900 1.473 0.03 0.03 -0.03
C -2.221 1.221 0.200 0.00 0.04 -0.01
H -3.711 2.775 5.251 0.03 0.02 -0.03
H -4.956 2.533 4.001 -0.01 -0.04 -0.02
H -4.095 1.133 4.676 -0.03 -0.01 -0.04
H -3.107 1.547 -0.343 -0.02 -0.03 0.00
H -2.233 0.145 0.331 -0.02 0.00 0.04
H -1.322 1.508 -0.333 0.02 0.00 0.04
C 8.345 1.472 1.182 0.07 0.01 0.04
O 7.499 2.557 1.579 -0.02 0.02 -0.04
C 6.283 2.523 1.029 -0.13 -0.02 0.07
O 5.880 1.685 0.267 0.08 -0.13 0.13
O 5.590 3.575 1.457 0.02 0.00 -0.02
C 4.246 3.626 0.948 -0.06 0.06 0.04
H 9.284 1.631 1.703 -0.01 0.01 0.00
H 7.906 0.520 1.474 -0.02 0.00 -0.03
H 8.504 1.484 0.106 -0.03 -0.01 -0.01
H 3.688 2.744 1.254 0.01 -0.02 -0.03
H 4.249 3.691 -0.138 0.01 -0.03 0.00
H 3.809 4.521 1.379 0.01 0.00 0.01
C 1.144 -8.441 -1.614 0.10 -0.01 -0.09
O 1.590 -9.675 -2.212 0.01 0.02 0.02
C 0.720 -10.668 -2.155 -0.04 -0.05 0.00
O -0.379 -10.641 -1.662 0.03 0.02 0.00
O 1.265 -11.743 -2.747 -0.01 0.03 0.01
C 0.419 -12.892 -2.754 0.04 -0.05 -0.04
H 1.964 -7.742 -1.734 0.03 -0.01 0.00
H 0.250 -8.084 -2.119 -0.03 -0.05 0.02
H 0.939 -8.585 -0.556 -0.05 -0.03 0.00
H -0.504 -12.689 -3.295 -0.02 0.01 0.02
H 0.179 -13.201 -1.738 -0.02 0.02 0.00
H 0.987 -13.668 -3.258 0.01 0.01 0.00
C 1.811 -5.903 -4.968 -0.07 -0.06 0.00
O 3.178 -6.334 -4.893 -0.01 -0.04 -0.03
C 3.975 -5.817 -5.814 0.02 0.05 0.02
O 3.660 -5.055 -6.693 -0.01 -0.03 0.00
O 5.212 -6.288 -5.613 -0.02 -0.01 -0.01
C 6.178 -5.793 -6.539 0.06 -0.03 0.03
H 1.305 -6.412 -4.156 0.02 0.00 0.01
H 1.734 -4.827 -4.836 0.02 0.01 -0.02
H 1.373 -6.196 -5.921 0.05 0.04 -0.04
H 6.257 -4.710 -6.471 -0.02 0.01 -0.02
H 5.915 -6.073 -7.558 -0.02 0.02 -0.01
H 7.119 -6.256 -6.254 0.00 0.00 0.01
C -2.357 0.604 -4.453 0.03 -0.19 0.05
O -2.990 1.744 -5.066 -0.02 -0.01 -0.01
C -2.356 2.893 -4.894 0.00 0.04 0.01
O -1.332 3.071 -4.289 -0.02 -0.02 0.00
O -3.055 3.855 -5.518 0.02 -0.01 0.01
C -2.474 5.154 -5.405 -0.05 0.04 -0.04
H -2.996 -0.242 -4.680 -0.02 0.02 -0.01
H -1.368 0.440 -4.874 0.03 0.06 0.04
H -2.282 0.729 -3.376 0.05 0.04 0.00
H -1.479 5.171 -5.848 0.02 -0.01 0.03
H -2.408 5.458 -4.362 0.03 -0.01 0.01
H -3.138 5.819 -5.949 0.00 -0.01 0.00
C 6.530 3.390 -2.140 0.04 -0.01 -0.16
O 7.611 3.557 -3.075 0.02 0.05 0.05
C 7.459 2.893 -4.216 0.01 -0.01 -0.05
O 6.525 2.202 -4.522 0.01 0.02 0.02
O 8.534 3.124 -4.981 -0.02 -0.01 0.02
C 8.493 2.459 -6.247 0.07 0.02 -0.03
H 6.805 3.994 -1.278 0.02 -0.04 -0.01
H 5.602 3.759 -2.572 -0.02 -0.04 -0.01
H 6.416 2.344 -1.864 -0.01 0.11 -0.06
H 7.633 2.790 -6.827 -0.02 -0.02 0.01
H 8.443 1.380 -6.114 -0.03 0.00 0.01
H 9.415 2.735 -6.751 0.00 0.01 0.01
C -4.558 4.629 10.311 -0.01 0.01 0.07
O -5.885 4.764 9.786 0.01 0.01 -0.01
C -5.963 4.616 8.464 -0.02 -0.01 -0.03
O -5.044 4.393 7.722 0.02 -0.01 0.01
O -7.239 4.762 8.101 0.07 -0.08 -0.04
C -7.470 4.624 6.690 -0.10 0.00 0.00
H -4.656 4.773 11.383 -0.01 0.00 0.00
H -4.162 3.639 10.098 0.01 0.00 -0.03
H -3.900 5.384 9.886 0.01 -0.01 -0.03
H -7.177 3.632 6.353 0.04 0.01 0.00
H -6.916 5.380 6.137 0.04 -0.02 0.00
H -8.538 4.767 6.558 0.00 0.00 0.01
C -8.751 7.735 8.352 0.04 -0.05 -0.03
O -10.014 7.600 7.684 0.00 0.00 0.00
C -10.763 8.698 7.689 -0.01 0.03 0.00
O -10.473 9.753 8.193 0.00 -0.02 0.00
O -11.898 8.435 7.038 0.02 0.00 0.01
C -12.803 9.541 6.966 -0.06 -0.02 -0.04
H -8.272 6.766 8.261 -0.03 0.08 0.06
H -8.152 8.508 7.873 -0.02 0.02 0.01
H -8.898 7.987 9.400 -0.02 0.02 0.00
H -12.346 10.377 6.440 0.02 0.01 0.02
H -13.100 9.858 7.964 0.03 0.02 0.01
H -13.664 9.175 6.415 0.00 -0.01 0.00


(5)
15
Properties=species:S:1:pos:R:3:forces:R:3 method="wB97M-V/def2-TZVPD" charge=+1 lumo_ev=-3.65 gap_ev=9.7 homo_ev=-13.321
C -1.859 -0.091 -0.062 7.16 -0.35 -1.52
C 0.134 -0.808 -0.995 -0.15 -0.66 -0.18
C 0.734 0.577 -0.607 -0.93 -1.16 0.59
N -1.111 -1.068 -0.321 -1.08 1.32 0.51
N -2.949 0.159 0.499 0.18 4.53 2.26
N 1.484 0.347 0.796 3.62 -0.52 0.03
S -0.563 1.749 -0.403 -0.75 -1.52 0.32
H -0.110 -0.685 -2.064 0.59 -0.54 0.20
H 0.856 -1.658 -0.772 -0.82 1.06 -0.64
H 1.340 0.762 -1.485 1.11 0.60 0.73
H -3.630 -0.428 0.309 -4.62 -3.27 -0.63
H -3.111 1.099 0.858 -0.29 -0.63 -0.20
H 0.862 -0.162 1.450 0.11 0.86 -0.27
H 1.938 1.206 1.188 -1.70 -0.12 -0.10
H 2.442 -0.207 0.859 -2.41 0.38 -1.11